Molecular formula: C12H28N4O4
Method: DFT, the ωB97M-V functional and the def2-TZVPD basis

```
! RIJCOSX wB97M-V def2-TZVPD def2/J DEFGRID3
* xyz 0 1
C 2.8725 -4.4763 2.2775
N 3.3357 -4.4284 3.6488
C 2.5931 -5.1682 4.6212
C 4.4809 -3.8065 3.9884
O 4.9682 -3.7837 5.0997
H 3.5553 -3.9211 1.6340
H 1.8801 -4.0314 2.1943
H 2.8641 -5.5036 1.9043
H 2.7400 -6.2477 4.5125
H 2.9514 -4.9038 5.6166
H 1.5322 -4.9199 4.5684
H 4.9253 -3.3023 3.1109
C -0.4289 -0.0975 -1.1397
N -0.0439 -1.0145 -0.0706
C 0.5421 -0.4428 1.1114
C -0.3447 -2.3265 -0.1045
O -0.1254 -3.1257 0.7861
H 0.4636 0.2963 -1.6180
H -1.0605 0.6680 -0.6869
H -1.0498 -0.6437 -1.8466
H -0.2180 -0.0071 1.7641
H 1.1006 -1.2132 1.6380
H 1.2610 0.3261 0.8186
H -0.7977 -2.6309 -1.0656
C 1.3852 4.6469 -4.3921
N 0.9575 3.4308 -3.7217
C 0.1040 3.5816 -2.5681
C 1.3508 2.2154 -4.1444
O 1.1182 1.1639 -3.5805
H 0.5632 5.0823 -4.9680
H 2.2322 4.4611 -5.0474
H 1.7000 5.3802 -3.6476
H -0.0212 2.6066 -2.1072
H 0.5722 4.2702 -1.8658
H -0.8901 3.9079 -2.8805
H 1.9337 2.2589 -5.0813
C -4.6328 2.4921 1.1636
N -4.0636 1.9036 -0.0242
C -3.9756 0.4547 -0.0920
C -3.5772 2.6518 -1.0365
O -2.9908 2.2161 -2.0026
H -5.6451 2.1171 1.3334
H -4.6597 3.5765 1.0700
H -4.0454 2.2600 2.0576
H -3.2939 0.1014 0.6909
H -4.9510 -0.0146 0.0012
H -3.4779 0.1970 -1.0238
H -3.6902 3.7425 -0.8957
*
```

Results
- E_LUMO (eV) = 0.48
- HOMO-LUMO gap (eV) = 9.44
- energy above the lowest of the compared OMol25 structures with the same formula, charge and spin (kcal/mol) = 46.9